Record 1
Here is C3H7N3O in the gas phase from the Open Molecules 2025 dataset. Energies are from ωB97M-V/def2-TZVPD.

Values from the calculation:
F_max	0.38	eV Å⁻¹
E_HOMO	-0.3546	Ha
SMILES string	[H]/N=C/NC(=O)NC
HOMO-LUMO gap	10.44	eV
E	-9742.8717	eV
energy relative to the best compared isomer or geometry (same formula, charge and spin)	3.7	kcal per mole

Last column: Mulliken charge in e.
Atoms and positions in Å:
H -3.99629 -0.72286 -0.72757  0.26
N -3.25366 -0.62246 -0.04010  -0.65
C -2.23678 -0.08294 -0.57569  0.00
N -1.10317 0.15449 0.18663  -0.28
C 0.14740 0.29502 -0.41820  0.61
O 0.28160 0.40993 -1.62383  -0.62
N 1.18649 0.27089 0.46727  -0.21
C 2.54210 0.03520 0.01806  -0.83
H -2.11942 0.23438 -1.61321  0.34
H -1.16257 -0.20837 1.12911  0.29
H 0.99354 0.24305 1.45506  0.21
H 2.49722 -0.27675 -1.02667  0.32
H 2.99271 -0.76762 0.61074  0.30
H 3.16825 0.93042 0.08777  0.25

Atomic forces in eV per Å
0.0 0.0 0.1
0.2 0.2 -0.3
-0.1 -0.1 0.1
-0.1 -0.1 0.0
0.1 0.0 -0.1
0.0 -0.1 0.4
-0.1 0.0 0.0
0.2 0.0 -0.1
-0.1 -0.1 0.1
0.0 0.1 -0.1
0.0 0.0 -0.1
0.0 0.1 0.1
0.0 0.1 -0.1
-0.1 -0.1 0.0



Record 2
Here is C3H7N3O in the gas phase from the Open Molecules 2025 dataset. Energies are from ωB97M-V/def2-TZVPD.

Values from the calculation:
F_max	0.41	eV Å⁻¹
E_HOMO	-0.3453	Ha
SMILES string	C=N[C@H](N)C(N)=O
HOMO-LUMO gap	10.29	eV
E	-9742.1920	eV
energy relative to the best compared isomer or geometry (same formula, charge and spin)	19.4	kcal per mole

Last column: Mulliken charge in e.
Atoms and positions in Å:
C -0.77679 -1.93032 -0.69386  -0.29
N -0.59265 -0.68004 -0.72058  -0.54
C -0.23189 -0.03405 0.52775  0.47
N -1.37887 0.71353 1.02480  -0.66
C 1.00708 0.86169 0.34329  0.20
N 1.59411 0.83293 -0.87616  -0.35
O 1.41625 1.52091 1.28586  -0.63
H -0.68990 -2.54351 0.21378  0.24
H -1.03690 -2.44117 -1.62041  0.27
H 0.05431 -0.77195 1.29564  0.26
H -1.02906 1.42609 1.66277  0.30
H -1.82900 1.19263 0.24826  0.26
H 1.10372 0.42147 -1.65602  0.23
H 2.38958 1.43181 -1.03510  0.25

Atomic forces in eV per Å
0.0 0.2 -0.1
-0.1 -0.4 0.0
0.1 -0.1 0.1
0.1 0.1 -0.1
0.1 0.1 0.2
0.0 0.1 0.0
-0.1 -0.2 -0.3
0.0 0.2 -0.1
0.0 0.0 0.1
0.0 0.1 -0.1
-0.1 -0.1 0.0
0.1 0.0 0.0
0.1 0.0 0.1
-0.1 0.0 0.0



Record 3
Here is 2 unconnected molecules or ions with the total composition C3H7N3O at a distorted geometry from the Open Molecules 2025 dataset. Energies are from ωB97M-V/def2-TZVPD.

Values from the calculation:
F_max	4.47	eV Å⁻¹
E_HOMO (spin up / spin down)	-0.3131 / -0.3099	Ha
HOMO-LUMO gap (spin up / spin down)	8.23 / 7.97	eV
E	-9734.2555	eV
energy relative to the best compared isomer or geometry (same formula, charge and spin)	202.4	kcal per mole

Last column: Mulliken charge in e.
Atoms and positions in Å:
C 2.23469 -0.48397 0.88325  -0.54
C 1.75492 -0.86492 -0.25608  -0.30
C -2.24236 0.66385 0.46198  -0.69
N -0.45176 0.96619 -0.91703  -0.13
N 0.70574 0.75133 -1.34902  -0.69
N -1.10065 0.12315 -0.29221  0.89
O -0.84983 -1.11439 -0.32463  -0.64
H 2.76391 -1.14653 1.50002  0.29
H 2.29211 0.52093 1.15748  0.32
H 1.52910 -1.74839 -0.79951  0.37
H -2.75436 1.29413 -0.29321  0.28
H -2.92569 -0.18938 0.73438  0.28
H -1.86518 1.32327 1.22916  0.27
H 0.90936 -0.09527 -1.73459  0.29

Atomic forces in eV per Å
0.2 -0.3 -1.1
-1.8 1.8 -0.1
-1.3 -0.6 -1.5
-1.6 3.2 1.6
4.3 1.2 0.5
-1.5 -2.3 0.0
0.4 0.0 0.7
0.7 -1.1 0.8
-0.4 1.5 0.5
0.1 -0.6 -0.2
0.0 -0.2 0.6
1.0 1.1 0.1
-0.1 -0.3 0.5
-0.1 -3.4 -2.4



Record 4
Here is C3H7N3O in the gas phase from the Open Molecules 2025 dataset. Energies are from ωB97M-V/def2-TZVPD.

Values from the calculation:
F_max	0.40	eV Å⁻¹
E_HOMO	-0.3528	Ha
SMILES string	[H]/N=C/NC(=O)NC
HOMO-LUMO gap	10.39	eV
E	-9742.9368	eV
energy relative to the best compared isomer or geometry (same formula, charge and spin)	2.2	kcal per mole

Last column: Mulliken charge in e.
Atoms and positions in Å:
H 3.55843 0.69127 2.07944  0.26
N 2.63554 1.03981 1.83177  -0.65
C 2.01819 0.17178 1.14024  0.03
N 0.73767 0.43103 0.68701  -0.26
C 0.04307 -0.45949 -0.12704  0.66
O 0.50792 -1.54077 -0.44768  -0.64
N -1.18755 -0.01096 -0.51375  -0.22
C -1.99920 -0.76021 -1.44840  -0.79
H 2.37497 -0.81263 0.83042  0.32
H 0.35743 1.33193 0.94251  0.24
H -1.47327 0.92390 -0.27035  0.20
H -1.51054 -1.72286 -1.60347  0.31
H -2.07977 -0.24409 -2.41212  0.28
H -3.00365 -0.92882 -1.04699  0.27

Atomic forces in eV per Å
-0.1 0.1 0.0
-0.1 -0.3 -0.2
0.0 0.1 0.0
0.1 0.1 0.0
0.0 -0.1 -0.1
-0.2 0.4 0.1
0.1 0.1 0.1
-0.1 -0.1 -0.1
0.0 0.1 0.1
0.0 -0.1 -0.1
0.1 -0.1 0.0
-0.1 0.1 0.0
0.0 -0.1 0.1
0.1 0.0 -0.1



Record 5
Here is C3H7N3O in the gas phase from the Open Molecules 2025 dataset. Energies are from ωB97M-V/def2-TZVPD.

Values from the calculation:
F_max	0.43	eV Å⁻¹
E_HOMO	-0.3600	Ha
SMILES string	[H]/N=C/NC(=O)NC
HOMO-LUMO gap	10.63	eV
E	-9742.6696	eV
energy relative to the best compared isomer or geometry (same formula, charge and spin)	8.4	kcal per mole

Last column: Mulliken charge in e.
Atoms and positions in Å:
H 3.36135 -1.12562 -2.05809  0.26
N 2.57087 -1.44843 -1.50533  -0.64
C 2.02488 -0.46484 -0.91831  0.03
N 0.92106 -0.67225 -0.10323  -0.26
C 0.05560 0.35398 0.23141  0.52
O 0.25490 1.51603 -0.05850  -0.59
N -1.09500 -0.12898 0.86673  -0.31
C -2.26901 0.71956 0.74998  -0.79
H 2.31086 0.58738 -0.97739  0.33
H 0.53671 -1.60712 -0.11628  0.31
H -0.91400 -0.48524 1.79797  0.25
H -2.54657 0.76241 -0.30626  0.28
H -2.11988 1.74317 1.10591  0.29
H -3.09179 0.24994 1.29140  0.31

Atomic forces in eV per Å
0.0 -0.1 0.0
0.0 0.4 0.1
0.1 -0.1 0.0
0.0 -0.1 -0.1
0.1 0.2 -0.1
-0.2 -0.4 0.0
0.1 0.1 0.1
-0.2 0.1 0.0
0.0 -0.1 0.0
0.1 0.1 0.1
0.0 -0.1 -0.2
0.0 0.1 0.1
0.0 -0.1 0.0
0.1 0.1 0.0



Record 6
Here is C3H7N3O in the gas phase at a distorted geometry from the Open Molecules 2025 dataset. Energies are from ωB97M-V/def2-TZVPD.

Values from the calculation:
F_max	1.20	eV Å⁻¹
E_HOMO	-0.3076	Ha
SMILES string	C/N=C(/N)C(N)=O
HOMO-LUMO gap	9.07	eV
E	-9741.7807	eV
energy relative to the best compared isomer or geometry (same formula, charge and spin)	28.9	kcal per mole

Last column: Mulliken charge in e.
Atoms and positions in Å:
C 0.50406 -1.67661 0.43318  -0.81
N -0.57225 -1.14768 -0.38040  -0.65
C -0.73533 0.09008 -0.05459  0.55
N -1.94222 0.59754 0.22790  -0.40
C 0.33492 1.20494 -0.09999  0.43
N 1.40281 0.91370 -0.88464  -0.35
O 0.12774 2.29610 0.40431  -0.65
H 0.02778 -2.27986 1.21263  0.30
H 0.90366 -0.82042 1.01524  0.36
H 1.24608 -2.29308 -0.09328  0.21
H -2.01066 1.55993 0.52226  0.23
H -2.68285 -0.07446 0.35143  0.29
H 1.39289 0.07888 -1.45175  0.24
H 2.02387 1.66789 -1.13642  0.24

Atomic forces in eV per Å
0.4 0.1 0.4
-0.4 0.5 0.5
-0.5 -0.1 -0.5
-0.1 0.1 -0.3
0.0 0.2 0.0
-0.1 0.1 0.0
0.2 -0.4 0.0
0.2 -0.3 -0.1
0.9 -0.8 -0.2
-0.1 0.3 0.1
-0.1 -0.1 -0.2
0.0 0.3 0.0
0.0 0.1 0.2
-0.1 -0.1 0.1



Record 7
Here is C3H7N3O in the gas phase at a distorted geometry from the Open Molecules 2025 dataset. Energies are from ωB97M-V/def2-TZVPD.

Values from the calculation:
F_max	3.49	eV Å⁻¹
E_HOMO (spin up / spin down)	-0.2784 / -0.2795	Ha
HOMO-LUMO gap (spin up / spin down)	8.34 / 7.82	eV
E	-9736.7489	eV
energy relative to the best compared isomer or geometry (same formula, charge and spin)	144.9	kcal per mole

Last column: Mulliken charge in e.
Atoms and positions in Å:
C -2.77489 0.06677 0.45784  -0.26
C -1.87472 -0.73538 -0.34533  0.00
C 2.99660 -0.20064 0.13927  -0.48
N -4.01036 -0.00789 0.04120  -0.59
N -0.47119 -0.49021 -0.14108  0.59
N 0.79323 -0.78074 -0.39830  -0.94
O 1.56957 0.14545 0.25022  -0.17
H -2.54162 0.73947 1.25112  0.33
H -2.22860 -1.26046 -1.23772  0.35
H 3.09506 -0.72851 -0.77004  0.28
H 3.33798 -0.69828 1.06211  0.25
H 3.61518 0.68224 0.12743  0.23
H -4.60901 0.61621 0.63893  0.23
H -0.42761 0.29985 0.41736  0.18

Atomic forces in eV per Å
-1.8 -1.1 -2.7
3.5 0.3 0.0
-1.2 0.3 1.4
0.0 1.0 1.5
-0.9 0.0 -0.1
-1.7 -2.1 -1.6
0.8 0.9 0.6
1.0 0.2 0.7
0.3 0.0 0.7
0.4 -0.9 -0.7
-0.4 -0.5 -0.6
-0.4 0.8 -0.4
0.6 -0.8 -0.7
-0.1 2.0 1.9



Record 8
Here is C3H7N3O in the gas phase at a distorted geometry from the Open Molecules 2025 dataset. Energies are from ωB97M-V/def2-TZVPD.

Values from the calculation:
F_max	2.12	eV Å⁻¹
E_HOMO	-0.3300	Ha
SMILES string	C/N=C(/N)C(N)=O
HOMO-LUMO gap	9.27	eV
E	-9741.4413	eV
energy relative to the best compared isomer or geometry (same formula, charge and spin)	36.7	kcal per mole

Last column: Mulliken charge in e.
Atoms and positions in Å:
C -0.63299 -1.03022 1.35316  -0.84
N -0.35755 0.37997 1.27455  -0.57
C -0.09612 0.90315 0.14261  0.38
N 0.02284 2.27858 0.03123  -0.50
C 0.29192 0.16457 -1.12965  0.51
N 0.44167 -1.24377 -1.02700  -0.50
O 0.72628 0.75674 -2.09344  -0.54
H -0.68219 -1.33764 2.40560  0.28
H 0.11344 -1.53653 0.66726  0.48
H -1.59681 -1.26852 0.88034  0.25
H 0.69991 2.58440 -0.65361  0.26
H 0.14773 2.69815 0.94445  0.28
H -0.35677 -1.81007 -1.29273  0.28
H 1.27863 -1.53883 -1.50278  0.23

Atomic forces in eV per Å
0.3 -0.6 -0.3
-0.3 0.3 -0.5
0.1 0.0 0.3
0.2 -0.1 0.1
0.5 -0.1 -0.5
0.2 0.1 -0.8
-0.1 0.1 0.5
0.2 0.0 -0.4
-0.8 -0.1 2.0
-0.1 0.1 0.3
-0.1 0.0 -0.1
-0.1 0.0 -0.2
0.1 0.2 0.2
-0.1 0.0 -0.7



Record 9
Here is C3H7N3O in the gas phase at a distorted geometry from the Open Molecules 2025 dataset. Energies are from ωB97M-V/def2-TZVPD.

Values from the calculation:
F_max	5.86	eV Å⁻¹
E_HOMO (spin up / spin down)	-0.2136 / -0.3485	Ha
HOMO-LUMO gap (spin up / spin down)	6.84 / 6.86	eV
E	-9732.7491	eV
energy relative to the best compared isomer or geometry (same formula, charge and spin)	104.6	kcal per mole
⟨S²⟩	2.014
multiplicity	3

Last column: Mulliken charge in e.
Atoms and positions in Å:
C -1.50752 -0.78089 0.88808  -0.19
C -0.17478 -0.35601 0.48049  -0.05
C 1.85295 0.34477 -1.32359  -0.60
N -1.69198 -1.92237 1.28109  -0.58
N 0.01275 1.40966 0.69814  -0.45
N -0.35127 0.69022 -0.53697  0.18
O 0.52555 0.84931 -1.59672  -0.30
H -2.34549 0.09464 0.88481  0.16
H 0.72847 -0.85009 0.54722  0.40
H 2.40670 0.93065 -1.99715  0.27
H 1.84395 -0.70480 -1.71608  0.24
H 2.12014 0.55574 -0.23681  0.34
H -2.65538 -2.14343 1.50255  0.26
H -0.76408 1.88260 1.12494  0.32

Atomic forces in eV per Å
0.5 5.0 -0.8
-4.8 -2.1 -2.6
-1.0 -1.0 0.4
-1.0 -4.4 1.5
1.2 4.2 -3.1
2.3 0.4 3.6
-0.7 0.4 1.6
1.7 -1.8 -0.4
1.3 -1.3 0.1
1.2 0.7 -0.6
0.5 0.6 1.1
-0.1 -0.5 -1.5
-0.1 0.1 0.2
-1.0 -0.2 0.4